(1)
C9H18Cl3N2O3Pt | the ωB97M-V functional and the def2-TZVPD basis

E: -2188.61728 Eh
HOMO level: -11.6236 eV
maximum force: 0.86 eV/Å
total charge: +1
gap between HOMO and LUMO: 8.494 eV

Positions of all 36 atoms, in Å:
Pt 0.26255 -1.53175 -0.12685
C 0.61901 -0.75922 4.48556
N 0.15150 0.25728 3.54275
C 0.09193 1.61039 4.08469
C -0.06195 -0.04669 2.27348
O 0.05966 -1.24824 1.90854
C -0.41458 1.14685 1.33155
O -0.78781 0.69112 0.05619
C -0.37318 1.36808 -1.10278
C 0.01296 0.36009 -2.23173
O 0.11694 -0.88887 -2.08290
N 0.27510 0.88106 -3.41811
C 0.76559 0.04032 -4.51003
C 0.22448 2.30457 -3.73001
H -0.12842 -0.90165 5.26569
H 1.54836 -0.41663 4.93997
H 0.79176 -1.69464 3.96830
H -0.21257 1.54738 5.12692
H -0.63397 2.22662 3.56492
H 1.07310 2.08594 4.03748
H 0.49051 1.76292 1.29478
H -1.23115 1.72926 1.76083
H 0.52929 1.96302 -0.92558
H -1.17716 2.02062 -1.44654
H 0.96387 -0.96100 -4.14872
H 1.68431 0.47614 -4.90116
H 0.02143 0.00449 -5.30553
H -0.43395 2.84827 -3.06220
H -0.15543 2.42187 -4.74308
H 1.22500 2.73722 -3.68098
Cl 0.07968 -4.90633 -0.47160
C -1.59888 -4.45846 -0.46499
Cl -1.82702 -2.66138 -0.25415
H -2.11335 -4.91073 0.37422
H -2.06313 -4.69635 -1.41434
Cl 2.22556 -0.40156 0.00544

Quick look at the Löwdin charges, all values in e:
1 Pt 0.697
2 C 0.007
3 N -0.118
4 C -0.012
5 C -0.386
6 O -0.192
7 C -0.122
8 O -0.226
9 C -0.122
10 C -0.385
11 O -0.193
12 N -0.119
13 C 0.007
14 C -0.011
15 H 0.105
16 H 0.106
17 H 0.093
18 H 0.102
19 H 0.084
20 H 0.112
21 H 0.134
22 H 0.133
23 H 0.133
24 H 0.133
25 H 0.093
26 H 0.105
27 H 0.106
28 H 0.082
29 H 0.104
30 H 0.112
31 Cl 0.589
32 C -0.901
33 Cl 0.584
34 H 0.039
35 H 0.039
36 Cl 0.088

(2)
CHCl2NO | the ωB97M-V functional and the def2-TZVPD basis

E: -1088.89865 Eh
HOMO level: -8.7188 eV
maximum force: 2.57 eV/Å
gap between HOMO and LUMO: 8.318 eV

Positions of all 6 atoms, in Å:
C 1.08786 0.28050 -0.06316
N -1.46137 -0.10051 0.69980
O 1.88180 0.51588 -0.91536
Cl -2.04208 -1.16295 -0.44321
Cl -0.56552 1.11107 0.08958
H 1.09932 -0.64399 0.63236

Quick look at the Löwdin charges, all values in e:
1 C -0.448
2 N -1.032
3 O 0.055
4 Cl 0.414
5 Cl 0.877
6 H 0.135

(3)
C34H29F5N6O9SSiV | the ωB97M-V functional and the def2-TZVPD basis

E: -4449.69987 Eh
HOMO level (alpha / beta): -2.3725 / -2.3982 eV
maximum force: 3.19 eV/Å
spin multiplicity: 2
total charge: -2
gap between HOMO and LUMO (alpha / beta): 5.643 / 5.669 eV

Positions of all 86 atoms, in Å:
V -1.10736 0.22540 0.90386
C -4.81509 0.93390 2.54100
C -3.89485 0.95659 1.35297
O -2.64661 0.56637 1.54963
C -4.24196 1.36778 0.12690
C -3.31959 1.40854 -0.99305
C -3.89640 1.79700 -2.32390
N -2.06091 1.09773 -0.89560
N -1.41683 1.02067 -2.11139
C -0.20421 1.54524 -2.15260
O 0.36632 2.25805 -1.30380
C 0.54858 1.14900 -3.40394
C 1.91892 1.37487 -3.45036
C 2.66546 0.96389 -4.54657
C 2.04517 0.32541 -5.61247
C 0.67075 0.12108 -5.58306
C -0.07328 0.53080 -4.48543
H -4.24929 0.70432 3.44202
H -5.59020 0.17626 2.41304
H -5.29663 1.90418 2.66632
H -5.26016 1.68734 -0.04993
H -4.87508 2.26337 -2.19775
H -4.00423 0.89620 -2.93347
H -3.22349 2.46833 -2.85352
H 2.37892 1.86203 -2.60014
H 3.73615 1.13255 -4.56659
H 2.62908 -0.02273 -6.45628
H 0.17973 -0.37476 -6.41236
H -1.13968 0.35331 -4.43744
O 2.15705 -0.98203 -0.85288
C 0.94881 -0.97993 -0.87197
O 0.23397 -0.28769 0.01393
C 0.13950 -1.68753 -1.89738
C 0.81050 -2.14913 -2.99016
C 0.13005 -2.75432 -4.05676
C -1.25441 -2.81528 -4.04722
C -1.95694 -2.33519 -2.97331
C -1.31383 -1.84808 -1.75228
O -1.93693 -1.67325 -0.69980
N -3.40017 -2.32540 -3.09990
O -3.91390 -3.05032 -3.95267
O -4.04990 -1.58409 -2.38971
N 0.84949 -3.21103 -5.20464
O 0.21889 -3.66184 -6.15837
O 2.07314 -3.14407 -5.19637
H 1.88235 -2.01852 -3.04064
H -1.78744 -3.21914 -4.89460
F 0.14413 -2.86858 0.99053
C -0.51239 -2.57514 2.13128
C -0.90887 -1.27625 2.42154
C -1.50690 -1.16313 3.66703
F -1.92510 0.04455 4.13152
C -1.72813 -2.21290 4.54290
F -2.32353 -2.01734 5.73995
C -1.33279 -3.48449 4.18472
F -1.53712 -4.52726 5.01394
C -0.71211 -3.66409 2.96592
F -0.30655 -4.89960 2.61277
C -1.90294 3.44792 2.23018
Si -0.35584 2.38253 1.92789
C 0.40695 2.19457 3.67151
C 0.83517 3.62166 1.13399
H -1.60791 4.44349 2.57632
H -2.55137 2.99713 2.98724
H -2.48685 3.56118 1.31264
H 0.15036 3.07666 4.26903
H 1.49643 2.13595 3.61159
H 0.05557 1.30897 4.19951
H 1.18253 4.31307 1.91076
H 0.33867 4.18161 0.34206
H 1.69928 3.14061 0.67412
N 6.97458 0.28774 1.81488
C 6.36309 -0.11476 2.94511
S 7.23194 -0.43898 4.31502
C 4.88212 -0.21365 2.85312
C 4.17356 0.49341 1.88720
C 2.79704 0.34179 1.81035
N 2.11185 -0.46167 2.61467
C 2.79047 -1.12529 3.54543
C 4.16276 -1.03347 3.71445
H 7.98071 0.26185 1.81264
H 6.49786 0.18557 0.93270
H 4.66322 1.18494 1.21429
H 2.22952 0.87725 1.05964
H 2.20283 -1.77351 4.18892
H 4.67430 -1.59820 4.48130

Quick look at the Löwdin charges, all values in e:
1 V 0.880
2 C -0.012
3 C -0.395
4 O -0.262
5 C -0.002
6 C -0.293
7 C -0.039
8 N 0.011
9 N 0.052
10 C -0.505
11 O -0.039
12 C -0.140
13 C -0.032
14 C -0.094
15 C -0.111
16 C -0.102
17 C -0.043
18 H 0.071
19 H 0.081
20 H 0.079
21 H 0.108
22 H 0.065
23 H 0.071
24 H 0.074
25 H 0.110
26 H 0.089
27 H 0.092
28 H 0.099
29 H 0.107
30 O 0.104
31 C -0.488
32 O -0.209
33 C -0.049
34 C 0.058
35 C -0.177
36 C 0.064
37 C -0.062
38 C -0.297
39 O 0.015
40 N -0.346
41 O 0.011
42 O 0.070
43 N -0.375
44 O 0.011
45 O 0.027
46 H 0.133
47 H 0.124
48 F 0.091
49 C -0.223
50 C -0.033
51 C -0.230
52 F 0.038
53 C -0.154
54 F 0.078
55 C -0.153
56 F 0.085
57 C -0.150
58 F 0.089
59 C -0.221
60 Si 0.566
61 C -0.228
62 C -0.243
63 H 0.020
64 H 0.018
65 H 0.020
66 H 0.019
67 H 0.005
68 H -0.002
69 H 0.020
70 H 0.017
71 H 0.003
72 N 0.073
73 C -0.829
74 S 0.607
75 C -0.247
76 C 0.000
77 C -0.121
78 N 0.119
79 C -0.110
80 C -0.040
81 H 0.085
82 H 0.103
83 H 0.112
84 H 0.091
85 H 0.110
86 H 0.083

(4)
C14H24NO2PdSi2 | the ωB97M-V functional and the def2-TZVPD basis

E: -1460.00216 Eh
HOMO level (alpha / beta): -2.6567 / -4.1782 eV
maximum force: 1.94 eV/Å
spin multiplicity: 3
total charge: -1
gap between HOMO and LUMO (alpha / beta): 5.662 / 6.825 eV

Positions of all 44 atoms, in Å:
Pd 1.34981 -0.02658 -0.14055
C -0.01403 3.55759 -0.20822
Si 0.33936 1.91792 0.81036
C 0.85664 2.66275 2.54739
C -1.47653 1.24833 1.15675
C -2.41289 2.10277 1.72743
C -3.71322 1.70087 1.97899
C -4.09922 0.41256 1.65545
C -3.17628 -0.44512 1.08790
C -1.87030 -0.05319 0.83098
Si -0.64981 -1.31289 -0.00468
C -0.84657 -2.92535 1.09174
C -1.62354 -1.85056 -1.62033
H -0.69686 4.20755 0.33479
H -0.45830 3.33172 -1.17250
H 0.90374 4.10894 -0.38695
H 0.11300 3.37104 2.90405
H 1.80640 3.18386 2.47693
H 0.96279 1.88263 3.29464
H -2.12189 3.11111 1.98002
H -4.42176 2.39044 2.42228
H -5.11460 0.08077 1.84241
H -3.48410 -1.45156 0.83398
H -1.88054 -3.25701 1.11854
H -0.52962 -2.74372 2.11360
H -0.24999 -3.74510 0.70159
H -2.63702 -2.16720 -1.38750
H -1.13025 -2.67727 -2.12678
H -1.68981 -1.02526 -2.32369
C 2.34729 -0.32395 -4.67684
C 2.10435 -0.24009 -3.17774
N 2.05964 -1.39523 -2.50321
O 1.97259 0.82596 -2.59768
H 2.26090 -1.34382 -5.04045
H 3.33905 0.05565 -4.91503
H 1.62024 0.30579 -5.18379
H 1.96533 -2.29186 -2.94811
H 1.76197 -1.23805 -1.47521
C 2.88960 -2.05023 1.63321
C 3.08267 -0.74975 0.82914
O 4.07066 -0.06787 1.01640
H 3.79056 -2.27968 2.20968
H 2.65048 -2.88496 0.97558
H 2.05005 -1.91196 2.31544

Quick look at the Löwdin charges, all values in e:
1 Pd 0.354
2 C -0.241
3 Si 0.577
4 C -0.245
5 C -0.317
6 C -0.133
7 C -0.118
8 C -0.120
9 C -0.136
10 C -0.326
11 Si 0.547
12 C -0.247
13 C -0.247
14 H -0.001
15 H 0.004
16 H 0.000
17 H -0.002
18 H 0.000
19 H 0.002
20 H 0.079
21 H 0.088
22 H 0.088
23 H 0.081
24 H -0.002
25 H 0.000
26 H -0.004
27 H -0.002
28 H -0.007
29 H 0.003
30 C -0.013
31 C -0.623
32 N 0.126
33 O -0.021
34 H 0.061
35 H 0.077
36 H 0.077
37 H 0.093
38 H -0.011
39 C -0.109
40 C -0.458
41 O -0.039
42 H 0.058
43 H 0.052
44 H 0.055